Density functional theory data (ωB97M-V/def2-TZVPD) for a single C4H8OS molecule at a distorted geometry.

HOMO-LUMO gap = 9.5553 eV
F_max = 2.90 eV/A
2S+1 = 1

Last columns: bonded neighbours and bond lengths (Å).
Geometry (Å):
1 O 2.28018 0.44362 -1.17062  S2 1.474
2 S 1.79263 1.41077 -0.17061  O1 1.474, C3 1.809, C4 1.793
3 C 0.08142 1.07069 -0.64723  S2 1.809, C5 1.524, H7 1.086, H8 1.107
4 C 1.66821 0.59122 1.41980  S2 1.793, C6 1.542, H9 1.107, H10 1.092
5 C -0.63581 0.62113 0.61956  C3 1.524, C6 1.510, H11 1.103, H12 1.112
6 C 0.37397 -0.24336 1.33545  C4 1.542, C5 1.510, H13 1.091, H14 1.084
7 H -0.43784 1.92870 -1.06364  C3 1.086
8 H 0.07193 0.27825 -1.42023  C3 1.107
9 H 1.56950 1.31619 2.25067  C4 1.107
10 H 2.52896 -0.04905 1.62503  C4 1.092
11 H -0.89860 1.52778 1.19108  C5 1.103
12 H -1.59976 0.10880 0.40854  C5 1.112
13 H 0.55310 -1.10307 0.68763  C6 1.091
14 H 0.06057 -0.49320 2.34307  C6 1.084